Entry 1:
Below is 12 unconnected molecules or ions with the total composition C36H102N6O18 at a distorted geometry, with properties calculated with ωB97M-V/def2-TZVPD.

Calculated values
**Max |F|**: 3.22 eV/Å
**Energy above the lowest of the compared OMol25 structures with the same formula, charge and spin**: 178.1 kJ/mol
**E**: -84775.61330 eV
**Orbital gap**: 9.2 eV
**SMILES string**: COC[C@H](C)N.COC[C@H](C)N.COC[C@H](C)N.COC[C@H](C)N.COC[C@H](C)N.COC[C@H](C)N.OCCO.OCCO.OCCO.OCCO.OCCO.OCCO
**Charge**: 0

Last column: Löwdin charge in e.
Geometry (Å):
C 5.67 -2.63 3.97  -0.048
C 4.91 -2.49 5.30  -0.432
C 3.49 -2.97 5.10  -0.240
O 2.94 -2.29 4.02  -0.199
C 1.66 -2.83 3.67  -0.087
N 5.41 -3.25 6.43  0.022
H 5.15 -1.98 3.28  0.040
H 5.82 -3.63 3.55  0.088
H 6.66 -2.21 4.09  0.069
H 4.88 -1.46 5.67  0.144
H 2.98 -2.80 6.05  0.123
H 3.47 -4.07 4.90  0.136
H 1.34 -2.37 2.72  0.081
H 0.92 -2.68 4.46  0.087
H 1.75 -3.88 3.46  0.070
H 5.62 -4.21 6.06  0.096
H 6.21 -2.91 6.91  0.055
C -1.80 3.09 1.71  -0.060
C -2.74 4.25 2.03  -0.417
C -2.15 5.60 1.78  -0.208
O -1.79 5.62 0.41  -0.248
C -1.40 6.92 -0.01  -0.086
N -3.98 3.97 1.32  0.056
H -2.43 2.18 1.86  0.078
H -0.83 3.05 2.23  0.063
H -1.59 3.05 0.64  0.070
H -2.99 4.15 3.10  0.147
H -1.27 5.76 2.42  0.128
H -2.83 6.46 1.98  0.135
H -2.23 7.60 0.22  0.090
H -1.20 7.03 -1.08  0.091
H -0.56 7.22 0.60  0.085
H -3.84 4.10 0.33  0.044
H -4.75 4.51 1.70  0.082
C 3.42 0.81 2.87  -0.048
C 3.68 2.16 2.21  -0.430
C 2.34 2.63 1.64  -0.200
O 2.53 3.83 0.89  -0.172
C 1.33 4.47 0.57  -0.127
N 4.23 3.13 3.13  0.043
H 4.28 0.17 2.93  0.065
H 2.69 0.23 2.30  0.057
H 3.07 0.92 3.92  0.094
H 4.40 1.99 1.40  0.125
H 1.63 2.84 2.49  0.117
H 1.85 1.80 1.09  0.108
H 0.79 3.89 -0.22  0.086
H 1.45 5.43 0.07  0.086
H 0.69 4.55 1.47  0.074
H 3.58 3.15 3.93  0.080
H 4.29 4.06 2.74  0.065
C 5.02 1.35 -1.53  -0.049
C 5.85 0.13 -1.69  -0.432
C 5.09 -1.10 -1.24  -0.262
O 4.76 -1.00 0.09  -0.187
C 4.21 -2.21 0.50  -0.112
N 6.37 -0.24 -3.00  0.056
H 5.65 2.22 -1.64  0.079
H 4.70 1.38 -0.50  0.051
H 4.16 1.33 -2.15  0.073
H 6.73 0.18 -1.01  0.157
H 5.90 -1.84 -1.35  0.132
H 4.18 -1.35 -1.79  0.120
H 3.75 -2.06 1.47  0.065
H 4.98 -3.01 0.60  0.106
H 3.45 -2.55 -0.24  0.093
H 7.12 0.36 -3.25  0.052
H 5.70 -0.18 -3.72  0.057
C -0.76 4.11 -3.01  -0.043
C -2.17 4.55 -3.18  -0.397
C -2.84 3.89 -4.34  -0.230
O -2.00 3.89 -5.48  -0.208
C -2.60 4.33 -6.67  -0.092
N -3.08 4.30 -1.96  0.073
H -0.29 4.65 -2.22  0.051
H -0.20 4.17 -3.96  0.103
H -0.76 3.03 -2.74  0.082
H -2.16 5.62 -3.44  0.136
H -3.80 4.35 -4.61  0.128
H -3.09 2.89 -4.00  0.107
H -3.08 5.31 -6.47  0.102
H -3.31 3.57 -7.03  0.092
H -1.76 4.34 -7.32  0.082
H -2.75 4.78 -1.12  0.030
H -4.05 4.49 -2.17  0.084
C 1.52 -0.11 -1.16  -0.035
C 0.39 -1.07 -0.80  -0.410
C -0.39 -0.61 0.40  -0.214
O 0.48 -0.59 1.50  -0.207
C -0.10 0.05 2.63  -0.083
N -0.56 -1.21 -1.92  0.083
H 2.37 -0.06 -0.44  0.078
H 1.06 0.90 -1.30  0.094
H 1.83 -0.38 -2.16  0.064
H 0.83 -2.02 -0.50  0.127
H -1.29 -1.22 0.59  0.122
H -0.65 0.49 0.23  0.136
H 0.31 -0.42 3.51  0.074
H -1.20 -0.01 2.59  0.076
H 0.10 1.16 2.69  0.071
H -0.02 -1.19 -2.78  0.042
H -1.17 -0.38 -1.85  0.063
C -1.25 -5.75 1.79  -0.210
C -0.53 -4.49 1.52  -0.249
O -0.13 -4.37 0.19  -0.045
O -2.43 -5.72 1.00  -0.057
H -1.45 -5.87 2.86  0.120
H -0.64 -6.58 1.39  0.136
H 0.33 -4.38 2.17  0.097
H -1.23 -3.68 1.80  0.105
H -0.89 -4.23 -0.38  0.046
H -2.74 -6.59 0.77  0.107
C 1.06 -3.98 -3.23  -0.281
C -0.44 -4.15 -3.50  -0.167
O -1.25 -3.98 -2.27  -0.135
O 1.63 -4.92 -2.39  -0.041
H 1.32 -2.95 -2.89  0.109
H 1.44 -4.14 -4.24  0.120
H -0.53 -5.21 -3.72  0.121
H -0.72 -3.50 -4.30  0.096
H -1.11 -3.04 -2.01  0.033
H 1.17 -4.85 -1.55  0.059
C -0.03 0.41 -5.09  -0.190
C -1.45 0.03 -5.34  -0.218
O -1.63 -0.77 -6.55  -0.055
O 0.82 -0.79 -4.93  -0.084
H -0.01 0.87 -4.09  0.108
H 0.30 1.02 -5.90  0.114
H -2.05 0.91 -5.29  0.100
H -1.70 -0.66 -4.52  0.113
H -2.22 -0.25 -7.09  0.067
H 0.59 -1.36 -5.66  0.062
C -4.00 0.82 -0.13  -0.241
C -3.90 0.87 -1.66  -0.202
O -2.56 1.24 -2.03  -0.130
O -5.26 0.37 0.33  -0.032
H -3.79 1.80 0.23  0.064
H -3.19 0.27 0.29  0.097
H -4.65 1.52 -2.07  0.108
H -3.97 -0.13 -2.15  0.123
H -2.55 2.20 -1.81  0.041
H -5.56 0.99 0.97  0.085
C -4.01 -2.97 -0.75  -0.196
C -5.56 -3.05 -0.84  -0.216
O -6.16 -2.45 0.30  -0.062
O -3.58 -3.17 0.57  -0.103
H -3.70 -1.95 -0.98  0.086
H -3.49 -3.73 -1.35  0.115
H -5.84 -4.09 -0.82  0.106
H -5.94 -2.63 -1.81  0.124
H -6.01 -1.50 0.25  0.044
H -3.18 -4.04 0.68  0.050
C -2.12 -2.54 4.70  -0.239
C -2.79 -2.14 3.37  -0.231
O -3.87 -3.07 3.21  -0.078
O -1.91 -3.93 4.74  -0.054
H -2.61 -2.06 5.54  0.113
H -1.19 -2.01 4.70  0.074
H -2.07 -2.18 2.52  0.084
H -3.13 -1.14 3.49  0.098
H -4.14 -2.95 2.27  0.064
H -2.67 -4.30 4.26  0.069



Entry 2:
Below is 17 unconnected molecules or ions with the total composition C36H114N16O17 at a distorted geometry, with properties calculated with ωB97M-V/def2-TZVPD.

Calculated values
**Max |F|**: 7.94 eV/Å
**Energy above the lowest of the compared OMol25 structures with the same formula, charge and spin**: 719.4 kJ/mol
**E**: -97822.29574 eV
**Orbital gap**: 8.9 eV
**Charge**: 0

Last column: Löwdin charge in e.
Geometry (Å):
C -1.23 -8.86 2.18  -0.800
O -1.56 -8.72 3.34  0.027
N -0.21 -9.60 1.82  0.148
N -1.63 -8.23 1.14  0.165
H -0.04 -9.70 0.83  0.105
H 0.19 -10.20 2.52  0.121
H -2.46 -7.66 1.14  0.124
H -1.39 -8.64 0.24  0.110
C 7.21 -3.98 3.47  -0.904
O 7.38 -3.07 2.70  0.034
N 8.07 -4.88 3.52  0.177
N 6.26 -4.05 4.30  0.192
H 8.88 -4.79 2.92  0.137
H 7.79 -5.69 4.05  0.118
H 6.14 -4.91 4.82  0.117
H 5.51 -3.38 4.22  0.127
C -2.96 -0.44 6.30  -0.789
O -3.53 -1.00 7.25  0.008
N -1.93 -0.93 5.65  0.155
N -3.23 0.67 5.76  0.164
H -1.62 -0.49 4.80  0.085
H -1.41 -1.73 5.99  0.114
H -3.99 1.27 6.04  0.129
H -2.56 1.08 5.13  0.109
C 0.52 -5.77 6.68  -0.812
O 1.09 -4.72 7.01  -0.009
N -0.73 -5.83 6.49  0.176
N 1.11 -6.84 6.29  0.173
H -1.36 -5.08 6.74  0.129
H -1.12 -6.64 6.03  0.115
H 2.12 -6.87 6.35  0.125
H 0.58 -7.66 6.03  0.118
C -4.48 6.74 -2.52  -0.048
C -5.07 8.08 -2.01  -0.435
C -5.87 8.09 -0.67  -0.172
O -6.25 9.39 -0.18  -0.195
C -7.02 9.37 0.99  -0.130
N -3.93 8.93 -1.84  0.017
H -3.68 6.92 -3.23  0.070
H -5.30 6.21 -3.01  0.071
H -4.09 6.11 -1.72  0.074
H -5.75 8.54 -2.72  0.130
H -5.40 7.48 0.10  0.123
H -6.81 7.58 -0.86  0.117
H -6.51 9.08 1.91  0.083
H -7.82 8.63 0.92  0.082
H -7.41 10.38 1.14  0.091
H -3.68 9.21 -2.78  0.075
H -4.23 9.75 -1.34  0.064
C -3.90 0.29 -4.56  -0.077
C -3.13 -0.89 -5.03  -0.453
C -3.02 -1.94 -3.88  -0.166
O -2.60 -3.22 -4.40  -0.189
C -2.13 -4.06 -3.38  -0.149
N -3.74 -1.41 -6.24  0.037
H -4.24 0.96 -5.34  0.087
H -3.34 0.70 -3.71  0.080
H -4.78 -0.11 -4.06  0.076
H -2.10 -0.67 -5.33  0.138
H -4.02 -2.16 -3.49  0.122
H -2.37 -1.58 -3.09  0.119
H -1.73 -5.01 -3.73  0.086
H -2.88 -4.34 -2.65  0.080
H -1.31 -3.66 -2.78  0.077
H -3.16 -2.21 -6.40  0.057
H -4.67 -1.82 -6.23  0.075
C 4.01 7.91 -6.14  -0.083
C 2.55 7.48 -5.99  -0.409
C 2.20 6.54 -4.77  -0.195
O 1.00 5.88 -5.20  -0.217
C 0.53 4.94 -4.13  -0.055
N 1.91 8.77 -5.84  0.011
H 4.20 8.60 -5.31  0.062
H 4.18 8.57 -6.99  0.079
H 4.79 7.16 -6.00  0.073
H 2.34 6.92 -6.90  0.133
H 2.02 7.26 -3.96  0.117
H 2.99 5.81 -4.58  0.118
H -0.51 4.65 -4.29  0.080
H 0.64 5.34 -3.13  0.075
H 1.23 4.13 -4.32  0.080
H 2.39 9.46 -5.28  0.065
H 0.98 8.64 -5.46  0.067
C 4.34 -7.59 -1.26  -0.060
C 5.89 -7.60 -1.01  -0.447
C 6.52 -6.64 -1.98  -0.191
O 7.96 -6.67 -1.82  -0.192
C 8.68 -5.57 -2.32  -0.128
N 6.10 -7.24 0.37  0.031
H 4.02 -6.55 -1.16  0.068
H 3.83 -8.06 -0.42  0.068
H 4.03 -8.05 -2.19  0.075
H 6.25 -8.63 -1.05  0.139
H 6.06 -5.66 -1.88  0.126
H 6.34 -6.99 -3.00  0.126
H 8.55 -4.78 -1.58  0.083
H 8.42 -5.07 -3.26  0.081
H 9.73 -5.84 -2.31  0.087
H 7.08 -7.12 0.59  0.067
H 5.70 -6.31 0.47  0.067
C -0.35 10.16 3.95  -0.089
C 0.45 9.55 5.08  -0.419
C -0.07 8.07 5.33  -0.240
O 0.77 7.38 6.16  -0.189
C 0.30 6.04 6.47  -0.064
N 1.81 9.49 4.65  0.036
H -0.23 11.23 3.78  0.082
H -1.40 10.08 4.21  0.072
H -0.39 9.59 3.02  0.072
H 0.32 10.21 5.94  0.135
H -0.19 7.56 4.38  0.121
H -1.03 8.08 5.85  0.121
H 1.01 5.44 7.03  0.087
H -0.10 5.38 5.69  0.076
H -0.53 6.14 7.17  0.081
H 2.15 8.62 5.05  0.059
H 1.84 9.38 3.64  0.064
C -4.86 -3.35 1.85  -0.070
C -6.11 -4.16 1.42  -0.503
C -6.48 -3.67 0.11  -0.253
O -7.66 -4.25 -0.42  -0.168
C -8.82 -3.87 0.36  -0.083
N -5.55 -5.46 1.46  0.044
H -4.50 -3.85 2.75  0.075
H -4.99 -2.28 2.02  0.076
H -4.06 -3.38 1.12  0.075
H -6.89 -3.98 2.15  0.134
H -5.66 -3.93 -0.55  0.132
H -6.51 -2.58 0.08  0.132
H -9.74 -4.20 -0.13  0.083
H -9.00 -2.80 0.47  0.090
H -8.76 -4.41 1.31  0.078
H -5.60 -5.79 2.42  0.084
H -6.26 -6.00 0.98  0.076
C 4.53 -5.25 -7.50  -0.089
C 4.37 -3.73 -7.21  -0.453
C 5.05 -3.31 -5.85  -0.118
O 4.27 -3.57 -4.62  -0.193
C 3.06 -2.97 -4.54  -0.159
N 4.96 -3.24 -8.37  0.015
H 4.03 -5.84 -6.73  0.068
H 5.56 -5.58 -7.61  0.082
H 3.98 -5.68 -8.34  0.073
H 3.31 -3.47 -7.15  0.122
H 5.23 -2.25 -6.00  0.115
H 6.00 -3.84 -5.89  0.118
H 2.75 -2.95 -3.50  0.089
H 2.34 -3.56 -5.11  0.085
H 3.20 -1.96 -4.91  0.095
H 5.95 -3.05 -8.26  0.081
H 4.84 -3.95 -9.07  0.068
C -0.01 1.42 0.40  -0.066
C -0.21 0.29 1.43  -0.408
C 0.67 -0.99 1.09  -0.172
O 0.54 -2.01 2.10  -0.216
C 1.17 -3.26 1.75  -0.079
N 0.00 0.86 2.78  0.036
H -0.23 0.92 -0.55  0.073
H 0.99 1.81 0.60  0.081
H -0.72 2.24 0.42  0.075
H -1.28 0.07 1.42  0.121
H 1.70 -0.65 1.01  0.122
H 0.43 -1.28 0.06  0.114
H 0.41 -3.89 1.27  0.089
H 1.35 -3.71 2.73  0.079
H 2.11 -3.10 1.24  0.093
H 0.55 0.19 3.30  0.051
H 0.44 1.76 2.77  0.059
O 2.55 -1.81 4.95  -0.043
H 2.06 -1.96 4.14  -0.004
H 2.24 -2.49 5.55  0.024
O 4.11 1.61 5.74  -0.055
H 3.62 0.80 5.64  0.010
H 4.99 1.41 5.41  0.029
O -5.26 3.21 1.08  -0.057
H -4.57 3.52 1.67  0.001
H -6.07 3.40 1.54  0.028
O -0.70 6.83 0.27  -0.055
H -1.23 7.44 -0.26  0.024
H 0.13 7.28 0.40  0.028
O -2.55 4.65 2.88  -0.045
H -1.78 4.18 3.18  0.024
H -2.21 5.34 2.31  0.023